Record 1
This record from the OMol25 dataset describes a 10-piece molecular cluster, C18H27F6N9P overall. The level of theory is ωB97M-V/def2-TZVPD.

```
61
C18H27F6N9P (ωB97M-V/def2-TZVPD)
P -0.09688 -0.03167 0.03206
F -1.03702 -1.22337 0.61580
F -1.22896 0.40009 -1.02982
F -0.81684 0.95382 1.04602
F 0.76143 1.15063 -0.74253
F 1.07418 -0.28833 1.12629
F 0.57456 -1.08313 -1.06365
C 0.14714 -0.03727 -4.33157
C 1.37678 -0.22514 -5.05885
N 2.37923 -0.40589 -5.59751
H 0.10568 -0.55563 -3.37362
H -0.70927 -0.30761 -4.94929
H 0.13950 1.03318 -4.12619
C -2.65939 2.64913 -3.33421
C -4.03246 2.66251 -2.75547
N -5.11690 2.68185 -2.31803
H -2.08787 1.95311 -2.72019
H -2.28351 3.66933 -3.25676
H -2.74728 2.28026 -4.35612
C 1.18098 2.64684 2.79322
C 1.46289 4.03000 2.90951
N 1.68528 5.15887 2.88931
H 0.38865 2.65099 2.04469
H 0.70864 2.27983 3.70442
H 2.01826 1.97348 2.60977
C -2.10689 -2.10120 -2.52233
C -2.38244 -2.39161 -3.96967
N -2.63134 -2.58135 -5.09274
H -2.66139 -1.19476 -2.27941
H -1.08681 -1.75525 -2.35546
H -2.30147 -2.83436 -1.73957
C -0.87763 -0.50222 3.98108
C -1.72775 -0.08373 5.15374
N -2.38015 0.24061 6.04658
H -1.50008 -0.42111 3.08997
H -0.38695 -1.45809 4.16448
H -0.09458 0.24031 3.82751
C 1.05434 -3.29749 1.08798
C 2.49276 -3.10747 1.10990
N 3.60042 -2.93649 1.09035
H 0.65350 -2.59061 1.81444
H 0.69769 -4.30993 1.27741
H 0.74561 -2.98203 0.09135
C 3.29306 -1.06561 -2.09093
C 4.55339 -1.72265 -1.92121
N 5.54801 -2.25987 -1.71775
H 3.14722 -0.40642 -1.23518
H 2.47304 -1.78240 -2.13433
H 3.32600 -0.48152 -3.01063
C -3.98620 0.80924 1.10013
C -4.45634 2.16761 1.29442
N -4.81001 3.25392 1.46191
H -3.00366 0.81252 1.57205
H -3.95481 0.58349 0.03423
H -4.79894 0.26348 1.57942
C 4.05022 0.16492 2.93360
C 3.06492 -0.37135 3.85693
N 2.32384 -0.76207 4.64739
H 3.66362 0.11661 1.91561
H 4.94540 -0.45481 2.98539
H 4.32735 1.18584 3.19631
```

Lowest unoccupied orbital energy in hartree: 0.0791
HOMO level in eV: -9.29
HOMO-LUMO gap in Eh: 0.4206
Charge: -1


Record 2
This record from the OMol25 dataset describes C31H44BrCdN3P2 as an isolated structure. The level of theory is ωB97M-V/def2-TZVPD.

```
82
C31H44BrCdN3P2 (ωB97M-V/def2-TZVPD)
N 2.62492 3.70220 3.94356
C 1.97565 2.72537 4.58533
C 2.28430 1.36790 4.41824
C 3.35985 1.02332 3.56104
C 3.99519 2.06924 2.83441
C 3.65688 3.39084 3.15673
C 3.73408 -0.35699 3.36949
Cd 0.14282 -0.99130 -0.91198
P -1.88633 -2.06111 -2.58656
C 4.25634 -0.75707 2.15354
C 3.63443 -1.67888 1.26003
C 3.92034 -1.53871 -0.13143
C 2.97393 -1.90815 -1.06267
C 1.73686 -2.42020 -0.58665
C 1.58721 -2.86531 0.75320
C 2.54910 -2.50100 1.68717
Br 0.86732 -3.69711 -2.20702
H 3.57653 -1.02971 4.21410
H 5.10946 -0.21116 1.72973
H 1.67297 0.58192 4.88488
H 4.72145 1.86107 2.03822
H 1.19729 3.01100 5.29462
H 4.26070 4.20636 2.75783
H 4.85348 -1.04431 -0.42958
H 2.44322 -2.78591 2.74072
H 3.12264 -1.75545 -2.13026
H 0.67792 -3.39175 1.04423
P 0.31478 1.65071 -1.21920
C -2.26422 -3.66823 -1.66966
C -2.64351 -4.98165 -2.33657
H -3.03513 -3.39900 -0.92719
H -1.34647 -3.87325 -1.09180
H -2.85850 -5.68813 -1.51981
H -3.54634 -4.89717 -2.95108
H -1.83168 -5.43146 -2.92341
C -1.16402 -1.91850 -4.29252
C -1.52425 -3.02061 -5.26502
H -0.07752 -1.82981 -4.18030
H -1.50846 -0.96238 -4.69514
H -0.67853 -3.21243 -5.93295
H -1.78209 -3.95484 -4.76187
H -2.36069 -2.71237 -5.89967
C -3.50849 -1.28121 -2.90420
C -4.61065 -2.11740 -3.54454
H -3.27805 -0.43089 -3.56417
H -3.86259 -0.86240 -1.95539
H -5.39922 -1.43410 -3.87242
H -4.26629 -2.67056 -4.42340
H -5.06599 -2.82489 -2.84353
C -1.17402 2.73202 -1.18338
C -2.29840 2.29260 -2.11082
H -0.85420 3.75282 -1.43675
H -1.51960 2.75583 -0.13999
H -3.05192 3.08749 -2.17163
H -1.93881 2.10835 -3.12667
H -2.79981 1.38662 -1.74955
C 0.83855 1.80271 -2.98643
C 2.21962 1.22126 -3.28653
H 0.81564 2.87684 -3.22904
H 0.06678 1.30956 -3.59898
H 2.42300 1.31675 -4.36069
H 3.00514 1.76845 -2.75083
H 2.30782 0.15743 -3.02380
C 1.56121 2.69233 -0.32105
C 1.06747 3.81726 0.58503
H 2.22714 3.11852 -1.08535
H 2.16517 1.98216 0.26213
H 1.92528 4.29885 1.06798
H 0.53717 4.59542 0.02859
H 0.41281 3.46341 1.38957
N -5.41055 -1.42359 2.74670
C -4.32461 -1.02126 2.57493
C -3.00821 -0.47732 2.37160
C -2.54645 0.54097 3.20301
C -1.24017 0.98264 3.05695
C -0.48633 0.49499 1.99170
N -0.98795 -0.38619 1.10762
C -2.20256 -0.92826 1.32864
H -3.19509 0.98023 3.95610
H -0.79574 1.69530 3.74122
H 0.54304 0.82948 1.83834
H -2.53694 -1.72467 0.66047
```

Lowest unoccupied orbital energy (spin up / spin down) in hartree: -0.2728 / -0.2816
HOMO level (spin up / spin down) in eV: -13.51 / -13.55
HOMO-LUMO gap (spin up / spin down) in Eh: 0.2238 / 0.2165
Charge: +2


Record 3
This record from the OMol25 dataset describes an isolated ion of composition C4H8ClN2 and charge +1. The level of theory is ωB97M-V/def2-TZVPD.

```
15
C4H8ClN2 (ωB97M-V/def2-TZVPD)
C -1.49634 1.40802 0.22139
C -0.39629 0.86245 -0.52986
N -0.41919 -0.59954 -0.60021
C 0.67360 -0.97392 0.01852
N 1.18944 -2.18112 0.13358
C 1.08103 0.39869 0.50323
Cl 2.56943 0.97575 -0.07316
H -1.72929 0.96352 1.11210
H -2.42497 1.23648 -0.45690
H -1.46905 2.44348 0.40939
H -0.13366 1.30243 -1.49671
H -1.04197 -1.06901 -1.18290
H 2.10355 -2.37913 0.71153
H 0.77696 -3.13033 -0.26390
H 0.71675 0.74223 1.49391
```

Lowest unoccupied orbital energy in hartree: -0.1292
HOMO level in eV: -14.11
SMILES: C[C@@H]1NC(=[NH2+])[C@H]1Cl
HOMO-LUMO gap in Eh: 0.3894
Charge: +1


Record 4
This record from the OMol25 dataset describes C45H36FeN8O7S2 as an isolated structure. The level of theory is ωB97M-V/def2-TZVPD.

```
99
C45H36FeN8O7S2 (ωB97M-V/def2-TZVPD)
Fe 1.36277 0.47696 -0.27080
C 1.37213 0.30770 4.14383
O 0.52523 -0.83724 4.34528
C 0.34340 -1.78044 3.37254
C -0.21036 -2.96099 3.82198
C -0.40287 -4.06271 2.98011
C 0.04333 -3.98218 1.68282
C 0.60140 -2.79585 1.18198
C 1.17084 -2.80688 -0.14139
N 1.72012 -1.80291 -0.71315
N 2.43049 -2.08807 -1.85040
C 3.03744 -1.00875 -2.30355
O 2.98841 0.15653 -1.82199
C 3.86001 -1.22467 -3.54047
C 3.69103 -2.34687 -4.35047
C 4.44266 -2.49607 -5.50713
C 5.37557 -1.52943 -5.86437
C 5.54652 -0.40945 -5.06151
C 4.78777 -0.25535 -3.90938
C 0.66674 -1.61201 1.97925
O 0.98033 -0.47013 1.48915
H 1.45283 0.75701 5.13602
H 2.36260 0.02588 3.78759
H 0.94234 1.01570 3.45031
H -0.48118 -3.02164 4.87111
H -0.86207 -4.96800 3.36346
H -0.03407 -4.84061 1.01980
H 1.22954 -3.77766 -0.64740
H 2.96386 -3.08757 -4.04575
H 4.30536 -3.36974 -6.13527
H 5.96195 -1.64700 -6.76930
H 6.27241 0.34646 -5.33886
H 4.88503 0.61701 -3.27540
O -0.47768 4.48746 0.86330
S -0.92052 3.10645 0.84021
O -0.69359 2.37099 2.06059
N -0.46815 2.23050 -0.39846
C -0.59987 2.72997 -1.67012
C -1.02584 4.00327 -2.05383
C -1.12786 4.37276 -3.40193
C -0.84137 3.49772 -4.41422
C -0.44783 2.18399 -4.08384
C -0.16841 1.20510 -5.06030
C 0.14624 -0.06521 -4.67363
C 0.18768 -0.36352 -3.30045
N -0.00586 0.53033 -2.36217
C -0.32810 1.79250 -2.72565
C -2.71995 3.18282 0.69033
C -3.40153 4.16276 1.39696
C -4.78811 4.19181 1.36477
C -5.48485 3.23891 0.63024
C -4.79543 2.25477 -0.06552
C -3.40759 2.22549 -0.03958
H -1.23626 4.73484 -1.29050
H -1.44436 5.38295 -3.64037
H -0.90802 3.79106 -5.45633
H -0.22526 1.48084 -6.10830
H 0.36966 -0.83808 -5.39769
H 0.40540 -1.37009 -2.96920
H -2.82695 4.88699 1.96281
H -5.33081 4.95013 1.91779
H -6.56828 3.26532 0.60518
H -5.34125 1.50081 -0.62057
H -2.84670 1.46712 -0.57341
S -5.41014 -2.99815 2.52474
C -4.03244 -2.25239 1.65220
C -3.60762 -2.79191 0.44807
C -2.54829 -2.17102 -0.19784
N -1.93807 -1.08525 0.26255
C -2.33676 -0.59406 1.43238
C -3.38325 -1.14334 2.16600
C -4.53013 -4.18980 3.51136
C -4.62948 -5.54440 3.22010
C -3.98016 -6.45022 4.04153
N -3.25819 -6.10538 5.10570
C -3.15531 -4.80090 5.35822
C -3.76500 -3.81121 4.60476
H -4.08902 -3.66512 0.02784
H -2.17598 -2.55984 -1.14225
H -1.79387 0.27112 1.79624
H -3.68450 -0.70553 3.10877
H -5.21163 -5.87671 2.37118
H -4.04025 -7.51568 3.84215
H -2.55234 -4.53836 6.22084
H -3.64208 -2.76716 4.85845
C 3.73622 4.80860 -0.75346
N 3.96913 3.71407 0.16660
C 5.02562 3.67020 1.02846
C 5.20284 2.63029 1.85551
C 4.22343 1.52695 1.86785
O 4.32235 0.61606 2.69037
N 3.22812 1.59100 0.93157
C 3.09617 2.61500 0.09907
O 2.20365 2.65498 -0.76512
H 4.44097 5.61339 -0.54421
H 2.71541 5.17298 -0.64276
H 3.85264 4.47168 -1.78483
H 5.69731 4.51981 0.99685
H 6.04057 2.57851 2.53633
```

Lowest unoccupied orbital energy (spin up / spin down) in hartree: 0.1330 / 0.1330
HOMO level (spin up / spin down) in eV: -1.67 / -1.72
⟨S²⟩: 6.008
2S+1: 5
HOMO-LUMO gap (spin up / spin down) in Eh: 0.1943 / 0.1961
Charge: -2


Ordered maximum force results: 3.8; 2.8; 4.7; 0.6; unit eV Å⁻¹.
Ordered energy relative to the best compared isomer or geometry (same formula, charge and spin) results: 0.319; 0.000; 2.109; 0.354; unit eV.
Ordered total energy results: -58115.22473; -130498.50460; -19772.22535; -129564.01215; unit eV.